1.
Below is a molecular structure, C26H44F6Ge2NO8PPdS2, with properties calculated with wB97M-V/def2-TZVPD.

The geometry in XYZ format:
```
91
Properties=species:S:1:pos:R:3:mulliken_charge:R:1
Pd -0.19 0.22 -0.22 1.164
F -2.61 -2.62 3.49 -0.188
C -3.13 -2.26 2.32 0.402
F -4.35 -1.78 2.51 -0.191
F -3.21 -3.34 1.54 -0.191
S -2.06 -1.02 1.48 0.810
O -0.80 -1.69 1.26 -0.733
O -2.75 -0.63 0.27 -0.511
N -2.03 0.07 2.60 -0.333
S -1.60 1.56 2.40 0.975
O -2.05 2.13 1.15 -0.683
O -0.25 1.83 2.79 -0.668
C -2.65 2.33 3.70 0.408
F -2.41 3.64 3.70 -0.203
F -2.36 1.84 4.90 -0.202
F -3.94 2.14 3.44 -0.216
C 1.84 2.82 -4.54 -1.159
C 1.22 1.45 -4.43 -0.189
Ge 1.12 2.02 -0.48 -0.716
C 0.76 3.86 0.06 -0.434
C 1.33 4.94 -0.86 -1.243
C 2.92 1.78 -1.09 0.126
C 3.34 0.51 -0.90 -0.231
Ge 2.01 -0.68 0.03 0.162
C 1.82 -2.48 -0.74 -0.028
C 3.05 -3.39 -0.69 -1.236
C 2.31 -0.68 1.99 -0.173
C 3.67 -1.06 2.55 -1.355
C 4.69 0.06 -1.32 -0.099
C 5.29 0.62 -2.45 -0.472
C 6.55 0.21 -2.85 -0.792
C 7.23 -0.76 -2.13 -0.422
C 6.64 -1.33 -1.01 -1.064
C 5.37 -0.93 -0.62 0.207
H 2.80 2.76 -5.06 0.419
H 2.01 3.25 -3.55 0.062
H 1.19 3.49 -5.11 0.368
H 1.88 0.75 -3.91 0.276
H 0.98 1.04 -5.41 0.326
H 1.25 3.88 1.05 0.625
H -0.31 3.98 0.25 0.432
H 2.40 4.80 -1.02 0.298
H 1.19 5.93 -0.43 0.378
H 0.84 4.93 -1.83 0.257
H 3.59 2.54 -1.47 0.607
H 1.46 -2.35 -1.76 0.021
H 1.00 -2.92 -0.17 0.374
H 3.86 -3.01 -1.31 0.344
H 2.79 -4.38 -1.05 0.426
H 3.43 -3.50 0.33 0.264
H 1.53 -1.35 2.36 0.308
H 2.02 0.32 2.32 0.249
H 3.96 -2.07 2.27 0.295
H 3.66 -1.01 3.64 0.402
H 4.46 -0.38 2.21 0.343
H 4.75 1.36 -3.03 0.322
H 7.00 0.64 -3.74 0.403
H 8.22 -1.08 -2.44 0.386
H 7.16 -2.09 -0.45 0.403
H 4.91 -1.39 0.25 0.539
C -4.06 1.46 -1.60 -1.451
C -2.89 1.90 -2.46 1.639
C -2.17 3.09 -1.85 -0.717
C -3.33 2.19 -3.89 -1.731
O -1.97 0.75 -2.40 1.403
P -0.84 0.26 -3.38 -0.255
O 0.00 1.57 -3.68 -0.263
O -0.08 -0.85 -2.80 -0.525
O -1.49 -0.05 -4.79 -0.242
C -2.06 -1.35 -5.17 1.548
C -0.92 -2.32 -5.44 -1.472
C -2.85 -1.05 -6.43 -1.693
C -2.97 -1.86 -4.06 -1.324
H -4.76 2.29 -1.47 0.411
H -3.71 1.14 -0.62 0.110
H -4.59 0.63 -2.07 0.391
H -2.84 3.96 -1.85 0.605
H -1.28 3.33 -2.42 0.152
H -1.91 2.87 -0.81 -0.353
H -4.05 3.01 -3.86 0.580
H -3.82 1.33 -4.33 0.204
H -2.49 2.49 -4.51 0.244
H -0.23 -1.88 -6.16 0.332
H -1.32 -3.24 -5.87 0.500
H -0.39 -2.56 -4.53 0.143
H -2.18 -0.68 -7.21 0.362
H -3.61 -0.29 -6.24 0.346
H -3.34 -1.95 -6.79 0.410
H -2.43 -2.00 -3.13 0.198
H -3.38 -2.83 -4.36 0.573
H -3.80 -1.17 -3.89 0.227
```

Output
Total charge: 0
E (Eh): -7692.54177
E_LUMO (eV): -0.86
Orbital gap (eV): 7.5
E_HOMO (eV): -8.4

2.
Below is 3 unconnected molecules or ions with the total composition C26H44NO10PS in a non-equilibrium geometry, with properties calculated with wB97M-V/def2-TZVPD.

The geometry in XYZ format:
```
83
Properties=species:S:1:pos:R:3:mulliken_charge:R:1
C -6.11 0.52 3.03 -1.047
C -6.19 -0.66 4.01 -0.616
P -6.09 -2.35 3.28 -0.066
C -7.38 -2.21 1.98 -1.207
C -4.57 -2.53 2.27 0.664
C -4.63 -3.55 1.32 -0.740
C -3.58 -3.83 0.45 -1.395
C -2.43 -3.07 0.53 0.515
C -2.31 -2.07 1.51 0.578
C -3.36 -1.80 2.40 0.514
N -3.23 -0.83 3.40 -0.338
C -1.04 -1.32 1.52 -0.789
O -0.49 -0.88 2.51 -0.660
C -0.40 -1.13 0.19 -0.491
C -0.53 -2.08 -0.73 0.570
S 0.20 -1.80 -2.33 1.492
C -0.10 -3.21 -3.36 -1.224
O 1.60 -1.51 -2.23 -0.640
O -0.58 -0.72 -2.90 -0.691
C -1.31 -3.31 -0.40 0.165
O -1.04 -4.39 -0.84 -0.570
H -5.44 0.29 2.20 0.200
H -5.67 1.37 3.54 0.312
H -7.09 0.78 2.66 0.357
H -7.16 -0.65 4.51 0.508
H -5.45 -0.59 4.80 0.401
H -7.09 -1.43 1.26 0.398
H -7.53 -3.14 1.45 0.347
H -8.30 -1.86 2.44 0.381
H -5.53 -4.14 1.23 0.269
H -3.63 -4.61 -0.29 0.533
H -3.44 -1.22 4.31 0.277
H -2.32 -0.39 3.40 0.154
H 0.13 -0.22 -0.01 0.561
H -0.03 -4.14 -2.80 0.419
H 0.64 -3.17 -4.15 0.409
H -1.12 -3.10 -3.71 0.373
C 3.36 -0.18 0.26 -0.481
O 4.36 -1.09 0.69 -0.364
C 4.05 -2.42 0.30 -0.279
C 5.26 -3.31 0.47 -0.604
O 6.18 -3.23 -0.61 -0.454
C 7.02 -2.08 -0.64 -0.402
C 8.18 -2.14 0.33 -0.589
O 7.75 -1.78 1.63 -0.235
C 8.71 -2.12 2.61 -0.771
H 2.39 -0.45 0.67 0.111
H 3.64 0.81 0.61 0.386
H 3.30 -0.16 -0.84 0.248
H 3.72 -2.44 -0.74 0.229
H 3.24 -2.79 0.94 0.373
H 4.91 -4.34 0.48 0.402
H 5.76 -3.12 1.43 0.252
H 6.44 -1.17 -0.51 0.205
H 7.44 -2.07 -1.65 0.385
H 8.96 -1.44 0.01 0.440
H 8.59 -3.16 0.34 0.342
H 8.86 -3.21 2.65 0.315
H 8.33 -1.78 3.57 0.231
H 9.67 -1.63 2.42 0.310
C -0.36 8.03 -3.34 -0.767
O -0.28 6.81 -2.64 -0.241
C -0.89 6.90 -1.36 -0.609
C -1.09 5.52 -0.78 -0.372
O -2.24 4.84 -1.26 -0.457
C -2.14 4.28 -2.56 -0.585
C -1.36 2.98 -2.60 -0.334
O 0.03 3.23 -2.61 -0.355
C 0.76 2.06 -2.31 -0.634
H 0.12 8.84 -2.78 0.310
H 0.16 7.90 -4.29 0.231
H -1.40 8.30 -3.54 0.315
H -1.87 7.40 -1.45 0.341
H -0.25 7.48 -0.70 0.438
H -1.26 5.64 0.30 0.387
H -0.19 4.91 -0.90 0.195
H -1.73 4.99 -3.28 0.241
H -3.17 4.06 -2.86 0.409
H -1.63 2.42 -3.51 0.443
H -1.63 2.37 -1.72 0.192
H 0.53 1.70 -1.30 0.204
H 1.82 2.31 -2.36 0.352
H 0.55 1.27 -3.03 0.324
```

Output
Total charge: 0
SMILES: CCP(C)c1ccc2c(c1N)C(=O)C=C(S(C)(=O)=O)C2=O.COCCOCCOC.COCCOCCOC
E (Eh): -2563.63645
E_LUMO (eV): -1.61
Orbital gap (eV): 6.8
E_HOMO (eV): -8.4

3.
Below is 5 unconnected molecules or ions with the total composition C26H44NO14 in a non-equilibrium geometry, with properties calculated with wB97M-V/def2-TZVPD.

The geometry in XYZ format:
```
85
Properties=species:S:1:pos:R:3:mulliken_charge:R:1
C -0.59 1.02 -0.26 -0.063
C -1.87 0.09 0.24 -0.226
O -2.74 -0.32 -0.88 -0.340
C -3.68 0.74 -1.28 0.423
O -3.68 2.00 -0.77 -0.589
C -4.87 0.39 -2.40 -0.400
C -4.72 1.25 -3.78 -0.035
C -3.89 0.51 -4.99 -0.835
N -2.45 0.96 -5.14 0.181
O -1.77 0.47 -4.09 -0.205
C -2.28 2.46 -5.36 -0.459
C -1.77 3.27 -4.01 -0.172
O -2.35 4.65 -4.11 -0.541
C -1.94 0.29 -6.42 -0.816
C -0.30 0.25 -6.54 0.514
O 0.57 1.06 -5.94 -0.416
O 0.27 -0.78 -7.47 -0.438
H -0.49 2.02 0.38 0.279
H 0.38 0.37 -0.08 -0.228
H -0.68 1.32 -1.40 0.009
H -2.48 0.60 1.10 0.263
H -1.43 -0.91 0.70 0.271
H -4.99 -0.77 -2.55 0.380
H -5.88 0.74 -1.87 0.153
H -4.34 2.32 -3.49 0.380
H -5.83 1.41 -4.19 0.053
H -4.45 0.62 -6.04 0.365
H -3.87 -0.65 -4.75 0.414
H -1.60 -0.53 -4.20 0.376
H -1.55 2.73 -6.25 0.317
H -3.35 2.87 -5.67 0.308
H -0.59 3.32 -3.93 0.396
H -2.25 2.81 -3.04 0.033
H -1.59 5.33 -4.01 0.366
H -2.33 -0.83 -6.39 0.411
H -2.45 0.79 -7.38 0.503
H -0.37 -0.73 -8.26 0.368
O 0.98 -1.91 0.91 -0.582
C 2.17 -1.93 0.68 0.473
O 3.10 -2.56 1.47 -0.341
C 4.40 -2.29 0.97 -0.107
C 4.20 -1.91 -0.48 -0.656
C 2.85 -1.24 -0.46 -0.394
H 4.84 -1.47 1.55 0.037
H 5.03 -3.18 1.07 0.360
H 5.00 -1.28 -0.87 0.307
H 4.16 -2.82 -1.10 0.294
H 2.93 -0.17 -0.24 0.295
H 2.31 -1.40 -1.40 0.316
O 7.07 -2.24 1.92 -0.628
C 7.04 -2.02 3.12 0.627
O 6.54 -0.88 3.68 -0.349
C 6.76 -0.91 5.09 -0.468
C 6.92 -2.37 5.43 -0.315
C 7.57 -2.93 4.19 -0.539
H 7.65 -0.32 5.32 0.246
H 5.90 -0.46 5.60 0.326
H 7.51 -2.53 6.34 0.307
H 5.94 -2.83 5.57 0.252
H 8.66 -2.84 4.22 0.292
H 7.27 -3.96 4.01 0.276
O -10.11 0.50 -4.57 -0.596
C -9.56 1.41 -3.97 0.426
O -8.33 1.31 -3.38 -0.307
C -8.05 2.52 -2.68 -0.161
C -8.92 3.57 -3.32 -0.693
C -10.14 2.77 -3.74 -0.352
H -8.29 2.38 -1.62 0.276
H -6.99 2.77 -2.77 0.231
H -9.15 4.41 -2.66 0.353
H -8.42 3.97 -4.22 0.260
H -10.88 2.71 -2.93 0.260
H -10.59 3.17 -4.65 0.287
O 4.88 -1.34 7.60 -0.614
C 5.32 -1.85 8.62 0.591
O 5.40 -3.19 8.83 -0.336
C 5.85 -3.43 10.17 -0.447
C 6.55 -2.16 10.58 -0.491
C 5.79 -1.10 9.82 -0.425
H 4.97 -3.64 10.80 0.280
H 6.51 -4.29 10.19 0.318
H 6.57 -2.01 11.66 0.317
H 7.59 -2.19 10.22 0.262
H 4.93 -0.74 10.39 0.278
H 6.44 -0.26 9.54 0.252
```

Output
Total charge: +1
E (Eh): -2124.71622
E_LUMO (eV): -3.55
Orbital gap (eV): 7.8
E_HOMO (eV): -11.4

Q: What is the formula in the first record?
A: C26H44F6Ge2NO8PPdS2

What did the third record say?
Below is 5 unconnected molecules or ions with the total composition C26H44NO14 in a non-equilibrium geometry, with properties calculated with wB97M-V/def2-TZVPD.

The geometry in XYZ format:
```
85
Properties=species:S:1:pos:R:3:mulliken_charge:R:1
C -0.59 1.02 -0.26 -0.063
C -1.87 0.09 0.24 -0.226
O -2.74 -0.32 -0.88 -0.340
C -3.68 0.74 -1.28 0.423
O -3.68 2.00 -0.77 -0.589
C -4.87 0.39 -2.40 -0.400
C -4.72 1.25 -3.78 -0.035
C -3.89 0.51 -4.99 -0.835
N -2.45 0.96 -5.14 0.181
O -1.77 0.47 -4.09 -0.205
C -2.28 2.46 -5.36 -0.459
C -1.77 3.27 -4.01 -0.172
O -2.35 4.65 -4.11 -0.541
C -1.94 0.29 -6.42 -0.816
C -0.30 0.25 -6.54 0.514
O 0.57 1.06 -5.94 -0.416
O 0.27 -0.78 -7.47 -0.438
H -0.49 2.02 0.38 0.279
H 0.38 0.37 -0.08 -0.228
H -0.68 1.32 -1.40 0.009
H -2.48 0.60 1.10 0.263
H -1.43 -0.91 0.70 0.271
H -4.99 -0.77 -2.55 0.380
H -5.88 0.74 -1.87 0.153
H -4.34 2.32 -3.49 0.380
H -5.83 1.41 -4.19 0.053
H -4.45 0.62 -6.04 0.365
H -3.87 -0.65 -4.75 0.414
H -1.60 -0.53 -4.20 0.376
H -1.55 2.73 -6.25 0.317
H -3.35 2.87 -5.67 0.308
H -0.59 3.32 -3.93 0.396
H -2.25 2.81 -3.04 0.033
H -1.59 5.33 -4.01 0.366
H -2.33 -0.83 -6.39 0.411
H -2.45 0.79 -7.38 0.503
H -0.37 -0.73 -8.26 0.368
O 0.98 -1.91 0.91 -0.582
C 2.17 -1.93 0.68 0.473
O 3.10 -2.56 1.47 -0.341
C 4.40 -2.29 0.97 -0.107
C 4.20 -1.91 -0.48 -0.656
C 2.85 -1.24 -0.46 -0.394
H 4.84 -1.47 1.55 0.037
H 5.03 -3.18 1.07 0.360
H 5.00 -1.28 -0.87 0.307
H 4.16 -2.82 -1.10 0.294
H 2.93 -0.17 -0.24 0.295
H 2.31 -1.40 -1.40 0.316
O 7.07 -2.24 1.92 -0.628
C 7.04 -2.02 3.12 0.627
O 6.54 -0.88 3.68 -0.349
C 6.76 -0.91 5.09 -0.468
C 6.92 -2.37 5.43 -0.315
C 7.57 -2.93 4.19 -0.539
H 7.65 -0.32 5.32 0.246
H 5.90 -0.46 5.60 0.326
H 7.51 -2.53 6.34 0.307
H 5.94 -2.83 5.57 0.252
H 8.66 -2.84 4.22 0.292
H 7.27 -3.96 4.01 0.276
O -10.11 0.50 -4.57 -0.596
C -9.56 1.41 -3.97 0.426
O -8.33 1.31 -3.38 -0.307
C -8.05 2.52 -2.68 -0.161
C -8.92 3.57 -3.32 -0.693
C -10.14 2.77 -3.74 -0.352
H -8.29 2.38 -1.62 0.276
H -6.99 2.77 -2.77 0.231
H -9.15 4.41 -2.66 0.353
H -8.42 3.97 -4.22 0.260
H -10.88 2.71 -2.93 0.260
H -10.59 3.17 -4.65 0.287
O 4.88 -1.34 7.60 -0.614
C 5.32 -1.85 8.62 0.591
O 5.40 -3.19 8.83 -0.336
C 5.85 -3.43 10.17 -0.447
C 6.55 -2.16 10.58 -0.491
C 5.79 -1.10 9.82 -0.425
H 4.97 -3.64 10.80 0.280
H 6.51 -4.29 10.19 0.318
H 6.57 -2.01 11.66 0.317
H 7.59 -2.19 10.22 0.262
H 4.93 -0.74 10.39 0.278
H 6.44 -0.26 9.54 0.252
```

Output
Total charge: +1
E (Eh): -2124.71622
E_LUMO (eV): -3.55
Orbital gap (eV): 7.8
E_HOMO (eV): -11.4